{"formula": "C9H14O", "method": "the ωB97M-V functional and the def2-TZVPD basis", "smiles": "Cc1ccc(O)cc1.CC", "orbital_gap_ev": 8.972, "e_lumo_ev": 0.82, "de_lowest_kj_mol": 187.87, "elements": ["C", "C", "C", "C", "C", "O", "C", "C", "H", "H", "H", "H", "H", "H", "H", "H", "C", "C", "H", "H", "H", "H", "H", "H"], "positions_angstrom": [[-1.6778, -0.4678, 1.4290], [-1.4797, -0.7363, -0.0321], [-0.2602, -1.2652, -0.5218], [-0.0785, -1.1760, -1.8632], [-1.1039, -0.8208, -2.7542], [-0.7653, -0.4899, -4.0060], [-2.4403, -0.4898, -2.3374], [-2.5155, -0.4258, -0.8979], [-2.7827, -0.7001, 1.6420], [-1.4959, 0.4469, 1.7982], [-1.1139, -1.2248, 2.0902], [0.6021, -1.5110, 0.1521], [1.0126, -1.2352, -2.1595], [0.0509, -1.0063, -4.3936], [-3.2312, -0.2255, -2.9965], [-3.4548, -0.2739, -0.5375], [2.3904, 0.8061, 2.2763], [2.8749, 2.0701, 1.5397], [2.4061, 0.9678, 3.3946], [1.3601, 0.4643, 1.9373], [3.0044, -0.0075, 1.9727], [2.0919, 2.4072, 0.7272], [3.8648, 2.0519, 1.2485], [2.7415, 2.8416, 2.2919]], "forces_ev_per_angstrom": [[-2.11, -5.69, 0.52], [0.77, -0.32, 0.42], [-0.67, 1.26, 1.54], [1.52, -0.35, -1.04], [-0.87, 1.04, 0.86], [2.15, -1.41, -3.14], [3.79, -1.01, 2.78], [1.54, -1.05, -3.22], [1.43, 0.46, -0.01], [0.88, 3.52, 0.85], [-0.64, 1.11, -1.03], [-1.08, 0.24, -0.63], [-1.55, -0.22, -0.43], [-2.39, 1.42, 1.56], [-0.34, 0.10, -0.40], [-2.40, 0.91, 1.39], [-1.28, 0.06, -0.06], [-4.67, 0.99, 0.40], [-0.02, -0.51, -1.28], [1.02, 0.74, 0.66], [0.70, -0.90, 0.26], [1.97, -0.86, 1.09], [1.88, -0.10, -0.96], [0.38, 0.57, -0.12]]}

***

{"formula": "C23H24N6O3", "method": "the ωB97M-V functional and the def2-TZVPD basis", "smiles": "COc1ccccc1C(=O)Nc1ccnn1C1CCN(Cc2ccc3nonc3c2)CC1", "orbital_gap_ev": 7.951, "e_lumo_ev": -0.40, "de_lowest_kj_mol": 0.00, "elements": ["C", "O", "C", "C", "C", "C", "C", "C", "C", "O", "N", "C", "C", "C", "N", "N", "C", "C", "C", "N", "C", "C", "C", "C", "C", "N", "O", "N", "C", "C", "C", "C", "H", "H", "H", "H", "H", "H", "H", "H", "H", "H", "H", "H", "H", "H", "H", "H", "H", "H", "H", "H", "H", "H", "H", "H"], "positions_angstrom": [[-0.7039, 3.1755, -1.7958], [0.6046, 2.9798, -1.3065], [1.6284, 3.7546, -1.7925], [1.4111, 4.7803, -2.7064], [2.4602, 5.5451, -3.1848], [3.7529, 5.2949, -2.7631], [3.9763, 4.2758, -1.8606], [2.9400, 3.4935, -1.3534], [3.3767, 2.4331, -0.3927], [4.5504, 2.1580, -0.2465], [2.3788, 1.8240, 0.3122], [2.5676, 0.8311, 1.2553], [3.7174, 0.2548, 1.7597], [3.2515, -0.6815, 2.6880], [1.9357, -0.6840, 2.7530], [1.5148, 0.2411, 1.8830], [0.1126, 0.5095, 1.6533], [-0.7537, 0.0312, 2.8205], [-0.9060, -1.4877, 2.8579], [-1.4046, -1.9774, 1.5830], [-1.7175, -3.3914, 1.6184], [-2.6041, -3.7951, 0.4707], [-2.5708, -5.1504, 0.0289], [-3.3483, -5.6195, -0.9847], [-4.2108, -4.6978, -1.6103], [-5.0704, -4.8163, -2.6045], [-5.6081, -3.6106, -2.7735], [-5.1348, -2.6969, -1.9265], [-4.2519, -3.3227, -1.1688], [-3.4379, -2.8821, -0.1106], [-0.4513, -1.6664, 0.5327], [-0.3711, -0.1551, 0.3564], [-1.3147, 2.4226, -1.2997], [-0.7538, 3.0234, -2.8771], [-1.0817, 4.1706, -1.5439], [0.4139, 4.9947, -3.0556], [2.2568, 6.3357, -3.8913], [4.5757, 5.8851, -3.1345], [4.9737, 4.0476, -1.5161], [1.4285, 2.0964, 0.1067], [4.7237, 0.4862, 1.4869], [3.8207, -1.3475, 3.3056], [0.0012, 1.6006, 1.5682], [-0.3145, 0.3648, 3.7605], [-1.7404, 0.4842, 2.7108], [-1.6311, -1.7473, 3.6336], [0.0652, -1.9363, 3.1139], [-2.2581, -3.5967, 2.5495], [-0.8072, -4.0182, 1.6243], [-1.8922, -5.8238, 0.5327], [-3.3204, -6.6449, -1.3139], [-3.4698, -1.8602, 0.2260], [-0.7923, -2.1257, -0.3983], [0.5505, -2.0658, 0.7692], [-1.3672, 0.2235, 0.1213], [0.2998, 0.0837, -0.4704]], "forces_ev_per_angstrom": [[-0.30, 0.04, -0.06], [0.47, 0.07, 0.04], [0.16, 0.04, -0.01], [-0.30, -0.08, 0.03], [0.08, -0.05, 0.05], [-0.03, 0.07, -0.06], [-0.10, -0.10, 0.08], [-0.05, 0.21, -0.23], [-0.04, -0.13, 0.09], [-0.01, -0.03, 0.06], [-0.42, -0.03, 0.11], [0.54, -0.32, 0.26], [-0.01, 0.17, -0.21], [-0.23, 0.20, -0.20], [-0.10, -0.47, 0.62], [0.56, 0.42, -0.34], [-0.59, 0.10, -0.13], [0.24, -0.14, 0.05], [-0.05, 0.03, 0.26], [-0.09, -0.14, 0.07], [0.04, 0.15, 0.11], [-0.36, 0.68, -0.15], [-0.25, -0.48, -0.41], [0.34, -0.31, 0.28], [-0.65, 1.40, -0.22], [0.47, -0.93, 0.18], [-0.16, 0.02, -0.17], [0.45, 0.66, 0.73], [-0.59, -1.06, -1.01], [0.39, -0.03, 0.42], [0.00, 0.17, -0.25], [0.19, -0.14, 0.08], [0.00, 0.07, -0.06], [0.03, 0.02, 0.05], [0.03, -0.04, -0.03], [-0.09, -0.01, -0.01], [-0.03, 0.06, -0.06], [0.08, 0.05, -0.03], [0.04, -0.03, 0.02], [0.11, 0.05, -0.12], [0.15, 0.08, -0.08], [0.09, -0.15, 0.14], [0.04, -0.15, 0.04], [-0.04, 0.07, 0.01], [0.00, 0.03, -0.01], [0.01, -0.01, -0.01], [-0.25, -0.01, 0.01], [0.12, -0.02, -0.01], [-0.07, 0.02, 0.02], [0.07, -0.09, 0.02], [0.07, -0.14, 0.02], [0.07, 0.14, 0.09], [0.08, 0.03, 0.04], [-0.06, -0.04, -0.04], [-0.05, 0.04, -0.05], [0.01, 0.07, -0.04]]}